1.
This record from OMol25 describes a structure of composition C3H2N2S at a distorted geometry. The level of theory is ωB97M-V/def2-TZVPD.

frontier orbital gap (spin up / spin down) = 5.66 / 8.15 eV
multiplicity = 1
molecular weight = 98.13 g mol⁻¹
relative energy (zero: lowest compared OMol25 entry of this formula, charge and spin) = 3.0709 eV
HOMO level (spin up / spin down) = -8.72 / -9.52 eV

Atoms and positions in Å:
C -0.14469 -0.58000 -0.16125
C 2.05941 0.24932 0.16232
C 1.21909 -0.77709 -0.32366
N -1.22609 -0.35638 0.27046
N 2.72417 1.08550 0.60549
S -3.31511 0.41480 0.15220
H 1.39177 -1.71866 -0.76411
H -2.70855 1.68252 0.05855

---

2.
This record from OMol25 describes a cluster of 2 separate species, C3H2N2S3 in total at a distorted geometry. The level of theory is ωB97M-V/def2-TZVPD.

frontier orbital gap (spin up / spin down) = 7.64 / 7.63 eV
multiplicity = 1
molecular weight = 162.26 g mol⁻¹
relative energy (zero: lowest compared OMol25 entry of this formula, charge and spin) = 1.4151 eV
HOMO level (spin up / spin down) = -9.44 / -9.44 eV

Atoms and positions in Å:
C 1.69800 -2.25726 1.17911
C 0.99245 2.64240 -0.09756
C 0.56479 -0.07412 0.14780
N 1.78971 -2.75678 2.19540
N 0.00570 3.20435 -0.35721
S -0.70040 0.46117 -0.87773
S 1.54841 -1.49314 -0.35725
S 2.30732 1.73608 0.13489
H 0.55878 -0.02572 1.28030
H -0.33207 -0.06196 -2.10226

---

3.
This record from OMol25 describes an isolated molecule of C3H2N4O at a distorted geometry. The level of theory is ωB97M-V/def2-TZVPD.

frontier orbital gap = 8.93 eV
multiplicity = 1
molecular weight = 110.08 g mol⁻¹
relative energy (zero: lowest compared OMol25 entry of this formula, charge and spin) = 1.8806 eV
SMILES = O=c1cnnncn1
HOMO level = -10.12 eV

Atoms and positions in Å:
O 1.60604 1.45030 -0.74758
C 1.05914 0.51924 -0.22071
C 0.36207 0.67008 1.15495
N -0.94442 0.69967 1.14460
N -1.59107 0.63394 -0.03248
N -1.40274 -0.33195 -0.82737
C -0.29368 -1.18542 -0.80823
N 0.93899 -0.81705 -0.67011
H 0.82435 0.55622 2.13928
H -0.55867 -2.19502 -1.13235

---

4.
This record from OMol25 describes an isolated molecule of C3H2N4O at a distorted geometry. The level of theory is ωB97M-V/def2-TZVPD.

frontier orbital gap = 9.10 eV
multiplicity = 1
molecular weight = 110.08 g mol⁻¹
relative energy (zero: lowest compared OMol25 entry of this formula, charge and spin) = 3.8264 eV
SMILES = O=c1cncnnn1
HOMO level = -10.31 eV

Atoms and positions in Å:
O -1.31792 -1.68074 -0.41737
C -0.28681 -0.87625 -0.67197
C -0.38410 0.62708 -1.14431
N -0.62736 1.50280 -0.19120
C -0.47487 0.89404 1.06655
N 0.65244 0.33580 1.38697
N 1.57447 -0.02169 0.48802
N 1.13264 -0.77096 -0.53651
H -0.59463 1.02046 -2.21933
H -1.11272 1.23463 2.02565